{"formula": "C4H15NO2S", "method": "ωB97M-V/def2-TZVPD", "e_tot_ev": -20810.88857, "de_lowest_ev": 0.986, "spin_multiplicity": 1, "max_force_ha_per_bohr": 0.03586, "smiles": "CSCCCN.O.O", "elements": ["C", "S", "C", "C", "C", "N", "H", "H", "H", "H", "H", "H", "H", "H", "H", "H", "H", "O", "H", "H", "O", "H", "H"], "coordinates": [[0.614, 1.204, -1.088], [0.273, 1.763, 0.615], [1.023, 0.359, 1.437], [0.261, -0.977, 1.413], [1.207, -2.119, 0.935], [0.659, -3.455, 0.897], [1.696, 1.137, -1.117], [0.333, 1.945, -1.825], [0.150, 0.239, -1.284], [1.146, 0.582, 2.497], [2.072, 0.233, 1.143], [-0.582, -1.006, 0.720], [-0.082, -1.199, 2.417], [1.431, -1.781, -0.074], [2.092, -2.139, 1.571], [0.488, -3.808, 1.827], [-0.169, -3.516, 0.324], [2.447, 2.487, -3.228], [1.633, 2.871, -2.921], [2.448, 1.903, -3.984], [-6.673, 2.042, -0.071], [-5.719, 2.159, -0.154], [-6.746, 1.076, -0.052]], "forces_ev_per_angstrom": [[0.522, 0.003, 0.838], [-0.252, 0.028, -0.299], [0.183, -0.506, 0.856], [0.733, -0.761, -0.360], [-0.788, 0.828, 0.239], [0.316, -0.038, -0.130], [0.081, -0.295, -0.360], [-0.494, 0.037, 0.137], [-0.057, 0.083, -0.128], [-0.228, 0.611, 0.000], [-0.186, 0.002, -0.551], [-0.160, 0.366, 0.164], [-0.385, -0.057, 0.135], [0.700, -0.405, -0.197], [0.211, 0.089, -0.258], [-0.250, -0.069, -0.008], [-0.172, -0.051, 0.136], [1.720, 0.290, 0.598], [-0.537, -0.321, -0.740], [-0.961, 0.165, -0.074], [0.327, -0.532, -0.033], [-0.076, 0.264, 0.015], [-0.246, 0.270, 0.022]]}



{"formula": "C4H15NO3", "method": "ωB97M-V/def2-TZVPD", "s_squared": 0.750, "e_tot_ev": -12021.88907, "de_lowest_ev": 1.401, "spin_multiplicity": 2, "max_force_ha_per_bohr": 0.05166, "charge": -1, "elements": ["C", "C", "C", "C", "N", "H", "H", "H", "H", "H", "H", "H", "H", "H", "H", "H", "O", "H", "H", "O", "H", "H", "O"], "coordinates": [[-1.413, 1.214, 1.041], [0.013, 1.055, 1.599], [1.006, 0.662, 0.547], [1.589, -0.528, 0.466], [-1.882, 0.056, 0.291], [-1.436, 2.102, 0.396], [-2.169, 1.420, 1.799], [0.014, 0.302, 2.395], [0.362, 1.918, 2.185], [1.452, 1.470, -0.021], [1.343, -1.338, 1.139], [2.356, -0.638, -0.294], [-1.575, -0.075, -0.650], [-2.019, -0.665, 0.971], [2.769, 1.108, -2.070], [1.304, 1.429, -2.031], [2.157, 1.826, -2.258], [-0.483, -3.377, 0.255], [-1.556, -2.786, 1.216], [-1.208, -2.726, 0.308], [-0.795, -1.209, -2.064], [0.536, -0.751, -2.701], [-0.364, -0.469, -2.518]], "forces_ev_per_angstrom": [[0.066, 0.284, -1.209], [-0.174, -0.427, 0.895], [0.763, 0.251, 1.036], [-0.031, 0.670, -0.202], [-0.967, 1.965, 1.504], [0.054, -0.060, -0.076], [0.261, 0.013, 0.428], [-0.206, -0.417, -0.312], [-0.152, 0.377, -0.580], [-0.417, 0.055, -0.317], [-0.076, -0.218, -0.247], [0.062, -0.456, 0.159], [0.491, -0.526, 0.297], [0.230, -1.002, -0.996], [0.146, 0.034, -0.005], [-0.104, 0.106, -0.115], [-0.085, -0.167, -0.089], [-0.086, -0.072, 0.174], [0.166, -0.306, 0.053], [0.022, 0.077, -0.364], [0.334, -0.167, 0.032], [0.067, -0.325, 0.113], [-0.365, 0.310, -0.178]]}



{"formula": "C4H15NO3", "method": "ωB97M-V/def2-TZVPD", "e_tot_ev": -12020.71575, "de_lowest_ev": 3.503, "spin_multiplicity": 1, "max_force_ha_per_bohr": 0.16410, "smiles": "CN[C@H](C)CO.O.O", "elements": ["C", "N", "C", "C", "C", "O", "H", "H", "H", "H", "H", "H", "H", "H", "H", "H", "H", "O", "H", "H", "O", "H", "H"], "coordinates": [[-1.444, -1.138, -0.486], [-0.075, -0.426, -0.245], [-0.324, 1.021, 0.274], [0.990, 1.550, 0.835], [-1.612, 1.165, 1.167], [-1.511, 2.033, 2.242], [-2.219, -0.746, -1.071], [-1.895, -1.758, 0.258], [-1.007, -1.983, -1.330], [0.363, -0.911, 0.588], [-0.533, 1.474, -0.767], [1.694, 1.006, 0.251], [1.196, 1.369, 1.824], [0.915, 2.704, 0.655], [-2.449, 1.482, 0.510], [-1.950, 0.134, 1.449], [-0.580, 2.213, 2.463], [2.235, -3.339, 0.241], [2.431, -2.967, 0.992], [2.364, -2.601, -0.449], [1.438, -0.260, -2.885], [1.431, -0.114, -3.936], [0.541, 0.092, -2.582]], "forces_ev_per_angstrom": [[4.838, -3.868, -3.073], [-2.459, 0.618, 2.611], [-0.975, -1.249, -2.090], [-2.102, 2.675, -2.766], [-0.119, -1.332, -1.600], [0.492, 0.660, 0.742], [-0.715, 1.907, -0.609], [0.117, -0.006, 1.039], [-1.471, 1.820, 2.318], [-0.742, 0.243, -1.281], [0.343, 0.160, 1.819], [1.170, 0.374, -0.630], [0.164, -0.564, 2.583], [0.943, -2.074, 0.305], [0.463, 0.250, 0.394], [0.563, 0.706, 0.423], [-0.615, -0.267, -0.202], [-1.431, -1.310, -8.212], [1.775, 3.160, 6.686], [-0.386, -1.785, 1.485], [-1.644, 1.191, -3.148], [-0.040, -0.464, 3.657], [1.831, -0.846, -0.449]]}



{"formula": "C4H15NO3", "method": "ωB97M-V/def2-TZVPD", "e_tot_ev": -12022.42786, "de_lowest_ev": 1.790, "spin_multiplicity": 1, "max_force_ha_per_bohr": 0.06777, "smiles": "CN(C)CCO.O.O", "elements": ["C", "N", "C", "C", "C", "O", "H", "H", "H", "H", "H", "H", "H", "H", "H", "H", "H", "O", "H", "H", "O", "H", "H"], "coordinates": [[-1.357, -0.712, -0.018], [-0.329, 0.203, 0.475], [-0.086, -0.046, 1.884], [-0.847, 1.613, 0.422], [-0.606, 2.243, -0.959], [0.757, 2.579, -1.067], [-0.885, -1.644, -0.443], [-2.052, -1.065, 0.766], [-1.919, -0.265, -0.825], [-0.995, 0.206, 2.519], [0.723, 0.455, 2.410], [-0.053, -1.070, 2.286], [-0.158, 2.181, 1.079], [-1.883, 1.729, 0.750], [-1.268, 3.069, -1.114], [-0.873, 1.430, -1.691], [1.241, 1.760, -0.914], [1.010, -2.114, -2.166], [1.281, -2.713, -1.465], [0.745, -2.655, -2.921], [1.115, -2.655, 1.378], [1.597, -2.691, 2.212], [1.304, -1.760, 1.064]], "forces_ev_per_angstrom": [[0.648, -1.784, -0.306], [-0.607, 0.944, 0.667], [-1.905, -0.597, 2.857], [1.594, 0.356, -0.294], [-0.220, -2.619, 0.273], [-0.056, 0.451, -0.374], [-0.387, 0.962, 0.430], [0.080, 0.435, -0.098], [-0.134, 0.200, -0.167], [0.443, 0.558, -0.700], [0.362, 0.495, -0.782], [0.356, -0.038, -1.337], [-0.746, -0.113, -0.038], [-0.110, -0.312, 0.187], [0.082, 0.783, -0.158], [0.159, 0.884, 0.170], [0.046, -0.070, -0.024], [-0.077, 0.188, -0.233], [-0.022, -0.220, -0.013], [0.125, -0.010, 0.304], [0.495, -0.123, -0.174], [-0.007, -0.195, -0.052], [-0.116, -0.174, -0.139]]}



{"formula": "C4H15NO3", "method": "ωB97M-V/def2-TZVPD", "e_tot_ev": -12023.55785, "de_lowest_ev": 0.660, "spin_multiplicity": 1, "max_force_ha_per_bohr": 0.03381, "smiles": "CC(C)NCO.O.O", "elements": ["C", "C", "C", "N", "C", "O", "H", "H", "H", "H", "H", "H", "H", "H", "H", "H", "H", "O", "H", "H", "O", "H", "H"], "coordinates": [[-0.251, 0.213, -1.845], [-0.606, -0.281, -0.428], [-1.987, 0.178, 0.020], [0.479, 0.099, 0.523], [0.696, 1.516, 0.752], [1.624, 1.697, 1.790], [-0.406, 1.280, -1.971], [0.772, -0.104, -2.028], [-0.847, -0.334, -2.584], [-0.627, -1.374, -0.441], [-2.223, -0.186, 1.022], [-2.044, 1.265, 0.030], [-2.738, -0.245, -0.646], [1.285, -0.448, 0.254], [1.078, 2.002, -0.153], [-0.285, 1.920, 1.005], [1.149, 2.005, 2.567], [2.339, -2.001, -2.159], [2.098, -2.462, -2.980], [2.013, -2.690, -1.560], [-0.861, -0.547, 3.071], [-0.462, -0.484, 2.181], [-0.196, -1.021, 3.578]], "forces_ev_per_angstrom": [[-0.353, -1.113, 0.158], [0.405, 0.704, -0.209], [0.226, -0.149, 0.290], [-1.370, -1.018, 0.331], [-0.018, -0.643, -0.530], [0.048, 0.284, 0.004], [0.122, 0.124, -0.019], [0.184, 0.420, -0.185], [-0.151, 0.277, 0.022], [0.186, -0.024, 0.022], [0.052, 0.061, 0.002], [-0.262, 0.013, -0.147], [-0.030, 0.232, -0.140], [0.489, 0.552, 0.075], [0.076, 0.208, 0.169], [0.115, 0.231, -0.038], [0.044, -0.188, 0.083], [-0.567, -1.149, -0.282], [0.328, 0.679, -0.163], [0.264, 0.411, 0.484], [-0.019, -0.054, -0.122], [0.222, 0.159, 0.072], [0.008, -0.015, 0.123]]}



{"formula": "C4H15NO3", "method": "ωB97M-V/def2-TZVPD", "e_tot_ev": -12022.35520, "de_lowest_ev": 1.863, "spin_multiplicity": 1, "max_force_ha_per_bohr": 0.04125, "smiles": "C=CCCN.O.O.O", "elements": ["C", "C", "C", "C", "N", "H", "H", "H", "H", "H", "H", "H", "H", "H", "O", "H", "H", "O", "H", "H", "O", "H", "H"], "coordinates": [[0.817, -3.322, 1.495], [-0.073, -2.346, 1.632], [0.098, -0.911, 1.255], [0.843, -0.517, -0.034], [-0.078, 0.027, -1.018], [1.718, -3.116, 0.938], [0.765, -4.306, 1.914], [-1.058, -2.659, 2.001], [-0.924, -0.456, 1.342], [0.709, -0.387, 2.026], [1.228, -1.415, -0.561], [1.789, 0.015, 0.194], [0.195, 0.118, -1.978], [-0.924, 0.511, -0.739], [-2.069, -2.430, -1.792], [-2.576, -3.021, -1.230], [-1.813, -1.650, -1.296], [-0.556, 5.650, -0.172], [-0.806, 6.113, 0.637], [0.335, 5.986, -0.325], [0.781, 2.679, -1.793], [0.897, 1.935, -1.183], [0.701, 3.503, -1.313]], "forces_ev_per_angstrom": [[0.525, 0.861, -0.387], [-0.445, -1.294, -0.100], [0.029, 1.306, 0.681], [-0.161, -1.690, -1.271], [-0.434, 0.222, 0.538], [0.435, 0.053, 0.155], [-0.569, -0.349, -0.054], [0.366, 0.477, 0.382], [0.953, -0.007, -0.468], [-0.680, -0.574, 0.082], [-0.066, 0.015, 0.678], [-0.731, 0.615, -0.065], [0.001, 0.043, -0.021], [0.662, 0.111, -0.042], [-0.092, -0.291, -0.530], [0.070, 0.224, 0.200], [0.168, 0.047, 0.288], [0.312, 0.207, 0.224], [-0.188, -0.161, -0.070], [-0.051, -0.049, -0.174], [0.247, -0.185, -0.495], [-0.266, 0.497, 0.058], [-0.084, -0.078, 0.392]]}



Number 3 is which compound? C4H15NO3